1.
# C4H10O

4 unconnected molecules or ions with the total composition C4H10O (the ωB97M-V functional and the def2-TZVPD basis, the Open Molecules 2025 dataset).

Computed properties:
HOMO level in Ha: -0.3398
Lowest unoccupied orbital energy in eV: 1.166
Relative energy (zero: lowest compared OMol25 entry of this formula, charge and spin) in kcal per mole: 93.1

Geometry as ORCA input:
```
! wB97M-V def2-TZVPD RIJCOSX def2/J DEFGRID3
* xyz 0 1
C -1.492 1.384 0.362
C -0.912 0.529 -0.754
O 0.263 0.745 -1.153
C 1.797 -0.398 -0.234
C 1.244 -1.434 0.479
H -2.436 0.983 0.746
H -1.671 2.395 -0.022
H -0.768 1.460 1.180
H -0.917 -0.761 -0.031
H -1.641 0.119 -1.478
H 2.115 0.512 0.260
H 2.156 -0.542 -1.245
H 1.206 -1.380 1.566
H 1.240 -2.437 0.056
H -0.184 -1.173 0.268
*
```

---

2.
# CsNO3

A molecular structure, CsNO3 (the ωB97M-V functional and the def2-TZVPD basis, the Open Molecules 2025 dataset).

Computed properties:
HOMO level in Ha: -0.2391
Lowest unoccupied orbital energy in eV: -1.785
Relative energy (zero: lowest compared OMol25 entry of this formula, charge and spin) in kcal per mole: 36.4

Geometry as ORCA input:
```
! wB97M-V def2-TZVPD RIJCOSX def2/J DEFGRID3
* xyz 0 1
Cs -2.742 2.871 -1.808
N 0.684 -0.723 0.482
O -0.247 -0.475 1.232
O 0.679 -0.175 -0.631
O 1.627 -1.498 0.724
*
```

---

3.
# C12H22N2O6STi

A molecular structure, C12H22N2O6STi (the ωB97M-V functional and the def2-TZVPD basis, the Open Molecules 2025 dataset).

Computed properties:
HOMO level in Ha: -0.2858
Lowest unoccupied orbital energy in eV: 0.181
Relative energy (zero: lowest compared OMol25 entry of this formula, charge and spin) in kcal per mole: 15.7

Geometry as ORCA input:
```
! wB97M-V def2-TZVPD RIJCOSX def2/J DEFGRID3
* xyz 0 1
Ti -0.434 -0.992 0.095
O 1.005 2.292 -2.243
C 0.529 1.111 -1.873
O -0.394 0.984 -1.098
C 1.262 -0.053 -2.486
O 0.556 -1.240 -2.252
C -0.527 -1.477 -3.164
C -1.882 -1.566 -2.457
O -2.886 -1.645 -3.126
O -1.823 -1.571 -1.160
H 0.515 2.979 -1.764
H 2.234 -0.126 -1.997
H 1.414 0.136 -3.551
H -0.345 -2.422 -3.678
H -0.583 -0.682 -3.910
S -1.077 -1.998 1.900
C -1.636 0.163 1.316
N -2.951 0.262 0.993
C -3.940 0.598 2.018
C -3.420 1.767 2.836
C -2.035 1.431 3.358
N -1.180 1.052 2.237
H -3.248 -0.448 0.338
H -4.106 -0.269 2.669
H -4.882 0.840 1.529
H -4.102 1.973 3.661
H -3.355 2.662 2.214
H -2.097 0.606 4.078
H -1.584 2.290 3.856
H -0.224 0.859 2.491
C 2.638 -2.426 1.235
C 2.487 -0.912 1.149
C 2.315 -0.316 2.541
C 3.692 -0.292 0.450
O 1.339 -0.605 0.375
H 2.721 -2.846 0.230
H 1.761 -2.856 1.719
H 3.528 -2.695 1.807
H 3.181 -0.531 3.168
H 1.428 -0.742 3.015
H 2.205 0.770 2.472
H 4.603 -0.453 1.030
H 3.547 0.784 0.325
H 3.840 -0.746 -0.532
*
```

---

4.
# C2H4N2O4

C2H4N2O4 in the gas phase (the ωB97M-V functional and the def2-TZVPD basis, the Open Molecules 2025 dataset).

Computed properties:
HOMO level in Ha: -0.3643
Lowest unoccupied orbital energy in eV: 0.013
SMILES string: O=CO/C(=N/O)NO
Relative energy (zero: lowest compared OMol25 entry of this formula, charge and spin) in kcal per mole: 121.7

Geometry as ORCA input:
```
! wB97M-V def2-TZVPD RIJCOSX def2/J DEFGRID3
* xyz 0 1
O 1.790 0.276 -1.050
C 1.755 -0.752 -0.283
O 0.864 -1.108 0.859
C -0.415 -0.619 0.450
N -1.193 -1.338 -0.335
O -2.298 -0.743 -0.806
N -0.707 0.752 0.687
O -0.456 1.978 -0.146
H 2.719 -1.435 -0.432
H -2.338 0.061 -0.320
H -0.331 0.975 1.629
H 0.613 1.954 -0.252
*
```

---

5.
# C22H38P2Pd

A molecular structure, C22H38P2Pd (the ωB97M-V functional and the def2-TZVPD basis, the Open Molecules 2025 dataset).

Computed properties:
HOMO level (alpha / beta) in Ha: -0.4274 / -0.4957
Lowest unoccupied orbital energy (alpha / beta) in eV: -7.689 / -8.896
Relative energy (zero: lowest compared OMol25 entry of this formula, charge and spin) in kcal per mole: 67.4

Geometry as ORCA input:
```
! wB97M-V def2-TZVPD RIJCOSX def2/J DEFGRID3
* xyz 2 5
P -1.613 -2.765 -1.706
P -0.289 0.467 -2.241
C -1.801 -1.471 -3.003
C -0.438 -1.021 -3.401
H -2.350 -0.677 -2.462
H -2.379 -1.762 -3.863
H 0.431 -1.644 -3.151
H -0.339 -0.734 -4.453
C -1.568 1.656 -2.970
H -1.179 2.687 -2.939
H -2.483 1.620 -2.376
H -1.814 1.442 -4.022
C 0.857 1.197 -3.653
H 0.365 1.096 -4.638
H 1.825 0.672 -3.717
H 1.034 2.275 -3.493
C -2.799 -4.033 -2.203
H -3.326 -4.335 -1.334
H -2.255 -4.839 -2.611
H -3.471 -3.644 -2.909
C 0.085 -3.445 -1.580
H 0.887 -2.704 -1.705
H 0.192 -4.240 -2.322
H 0.180 -3.850 -0.560
Pd -1.669 -1.425 -0.201
C 1.838 3.995 -1.016
C 0.738 3.266 -0.752
C 0.568 2.229 0.310
C 1.721 1.209 0.702
C 2.829 0.770 -0.176
C 3.047 1.000 -1.492
C 3.539 2.360 -1.979
C 3.239 3.475 -0.971
C -0.773 -2.540 1.443
H 1.799 5.028 -1.386
H -0.183 3.576 -1.290
H -0.358 1.694 0.100
H 0.358 2.735 1.269
H 2.214 1.667 1.567
H 1.188 0.322 1.108
H 3.409 0.059 0.334
H 3.056 0.176 -2.240
H 3.093 2.560 -2.967
H 4.624 2.314 -2.113
H 3.499 3.152 0.042
H 3.898 4.304 -1.229
H -1.209 -2.093 2.366
H 0.319 -2.320 1.357
H -0.981 -3.633 1.349
C -0.864 1.029 3.450
C -1.115 0.130 4.489
C -0.074 -0.150 5.430
C -0.286 -0.988 6.515
C -1.553 -1.573 6.710
C -2.596 -1.346 5.789
C -2.387 -0.544 4.675
H 0.020 1.672 3.515
H -1.595 1.184 2.668
H 0.892 0.330 5.283
H 0.506 -1.212 7.219
H -1.755 -2.200 7.577
H -3.583 -1.807 5.927
H -3.161 -0.353 3.928
*
```

---

6.
# C25H47F3N3O3

3 unconnected molecules or ions with the total composition C25H47F3N3O3 (the ωB97M-V functional and the def2-TZVPD basis, the Open Molecules 2025 dataset).

Computed properties:
HOMO level in Ha: -0.4059
Lowest unoccupied orbital energy in eV: -5.794

Geometry as ORCA input:
```
! wB97M-V def2-TZVPD RIJCOSX def2/J DEFGRID3
* xyz 1 1
C 8.100 -1.795 0.658
O 6.659 -2.128 0.541
C 6.247 -2.251 -0.867
C 4.606 -1.996 -0.988
C 3.979 -2.704 -2.335
C 2.325 -2.658 -2.381
C 1.877 -1.468 -3.426
C 1.387 -0.142 -2.572
C -0.183 0.252 -2.883
N -1.032 0.462 -1.648
C -1.114 1.969 -1.353
C 0.238 2.580 -0.656
C 0.378 2.283 0.956
F -0.879 1.836 1.612
F 1.509 1.355 1.186
F 0.768 3.586 1.603
C -2.452 0.052 -2.092
N -2.936 0.706 -3.202
N -3.240 -0.982 -1.272
C -3.651 -0.228 -0.024
C -4.420 -1.524 -2.048
C -5.384 -2.556 -1.179
C -5.025 -4.148 -0.902
C -6.111 -4.983 0.035
C -7.473 -4.330 0.693
C -7.807 -2.757 0.370
C -6.773 -1.873 -0.552
C -7.176 -0.275 -0.777
H 8.777 -2.762 0.772
H 8.509 -1.231 -0.304
H 8.264 -1.077 1.580
H 6.449 -3.368 -1.198
H 6.765 -1.490 -1.595
H 4.127 -2.508 -0.040
H 4.386 -0.846 -1.001
H 4.479 -2.174 -3.273
H 4.320 -3.838 -2.380
H 1.925 -3.720 -2.727
H 1.898 -2.461 -1.289
H 2.772 -1.125 -4.135
H 1.019 -1.848 -4.148
H 2.039 0.769 -2.976
H 1.638 -0.211 -1.411
H -0.182 1.176 -3.608
H -0.672 -0.644 -3.480
H -1.280 2.587 -2.360
H -2.044 2.198 -0.671
H 0.164 3.766 -0.762
H 1.241 2.278 -1.188
H -3.629 1.491 -3.013
H -2.652 0.522 -4.196
H -4.154 0.798 -0.275
H -2.637 0.034 0.548
H -4.297 -0.841 0.735
H -5.081 -0.699 -2.572
H -3.982 -2.188 -2.938
H -4.035 -4.633 -1.351
H -5.899 -6.117 0.276
H -8.229 -4.931 1.394
H -8.775 -2.222 0.798
H -6.236 0.388 -1.054
H -7.750 0.145 0.158
H -7.907 -0.225 -1.711
C 2.604 -0.397 3.600
C 3.541 0.592 4.263
O 4.625 -0.097 4.868
H 2.219 -1.112 4.334
H 1.760 0.118 3.133
H 3.131 -0.977 2.836
H 3.016 1.155 5.041
H 3.940 1.303 3.533
H 5.089 -0.586 4.167
C 1.409 5.831 4.443
C 0.611 7.112 4.317
O 0.618 7.557 2.969
H 2.441 5.986 4.114
H 1.417 5.477 5.478
H 0.986 5.047 3.806
H 1.049 7.899 4.938
H -0.426 6.961 4.632
H 0.219 6.854 2.426
*
```